Here is a molecular structure, C11H24NaO11 from the OMol25 dataset. Energies are from ωB97M-V/def2-TZVPD.

Last column: Mulliken charge in e.
Atoms and positions in Å:
Na: 0.510 1.204 0.020  0.6934
C: 3.749 -0.162 0.553  -0.5798
O: 2.696 0.648 0.787  -0.6978
H: 4.668 0.168 1.084  0.2113
H: 3.563 -1.221 0.859  0.0991
H: 4.027 -0.212 -0.533  0.0285
C: -1.089 3.757 2.034  -0.6900
O: -0.143 2.876 1.621  -0.6628
H: -1.165 4.695 1.415  0.1757
H: -2.152 3.373 1.959  0.0479
H: -0.930 4.076 3.089  0.2093
C: 2.715 -0.693 -3.141  -0.2818
O: 2.204 0.392 -3.936  -0.3793
C: 1.213 1.050 -3.369  0.7462
O: 0.774 0.836 -2.273  -0.2602
O: 0.764 1.990 -4.203  -0.3818
C: -0.172 2.895 -3.590  -0.5457
H: 1.937 -1.452 -3.024  0.2552
H: 3.004 -0.347 -2.150  -0.0095
H: 3.550 -1.107 -3.692  0.2529
H: -0.480 3.570 -4.386  0.2367
H: 0.302 3.413 -2.764  0.3111
H: -1.070 2.352 -3.298  0.1809
C: -3.606 0.499 1.400  -0.6014
O: -3.591 -0.465 0.336  -0.3672
C: -2.709 -0.212 -0.613  0.8724
O: -1.883 0.663 -0.556  -0.5008
O: -2.912 -1.059 -1.626  -0.3753
C: -1.841 -1.159 -2.554  -0.5423
H: -4.611 0.475 1.816  0.2805
H: -3.304 1.475 1.037  0.3174
H: -2.932 0.162 2.188  0.1405
H: -1.908 -0.365 -3.298  0.2692
H: -1.909 -2.125 -3.056  0.3262
H: -0.865 -1.152 -2.071  0.1540
C: 0.901 -4.318 3.226  -0.6246
O: -0.118 -3.894 2.330  -0.3572
C: -0.305 -2.581 2.110  0.7597
O: -1.096 -2.197 1.297  -0.4631
O: 0.472 -1.831 2.876  -0.3813
C: 0.123 -0.451 2.926  -0.1719
H: 1.890 -4.100 2.814  0.2766
H: 0.769 -5.388 3.350  0.2371
H: 0.862 -3.816 4.191  0.2828
H: 0.965 0.099 3.325  0.2207
H: -0.765 -0.297 3.545  0.3701
H: -0.098 -0.067 1.944  -0.0817

Force components x, y, z for each atom (eV/Å):
Na 0.49 0.63 0.85
C -0.41 0.22 -0.05
O -0.86 0.05 -0.30
H 0.19 -0.16 -0.04
H 0.23 -0.14 -0.02
H 0.32 -0.16 0.09
C -0.03 -0.32 -0.54
O -0.18 -0.39 -0.47
H 0.22 0.00 0.23
H 0.14 -0.01 0.30
H -0.25 0.16 0.00
C -0.33 -0.15 0.26
O 0.19 -0.16 -0.34
C -0.01 0.23 -0.17
O -0.22 -0.04 0.33
O 0.16 0.07 0.08
C -0.43 -0.28 -0.67
H 0.07 0.03 -0.03
H 0.08 0.02 -0.09
H 0.11 0.08 -0.05
H 0.30 0.17 0.07
H -0.15 0.07 0.16
H 0.17 0.00 0.43
C 0.08 -0.43 0.47
O -0.50 0.06 -0.17
C 0.05 0.05 0.36
O 0.36 -0.17 -0.50
O 0.11 -0.27 0.22
C 0.43 -0.24 -0.40
H -0.10 0.16 -0.21
H -0.04 0.10 0.13
H 0.19 0.15 -0.17
H 0.12 0.07 0.07
H -0.41 0.07 0.07
H -0.12 0.35 0.17
C 0.54 0.25 0.11
O -0.11 -0.08 -0.09
C 0.32 -0.16 0.06
O -0.34 0.08 -0.16
O -0.06 -0.40 0.29
C -0.13 0.92 0.01
H -0.09 -0.12 -0.09
H -0.02 -0.04 -0.04
H -0.29 -0.02 0.00
H 0.12 -0.08 -0.05
H 0.08 -0.19 0.06
H 0.02 0.03 -0.16

Summary:
**E**: -1423.49403 Ha
**Charge**: -1
**Energy relative to the best compared isomer or geometry (same formula, charge and spin)**: 0.0 kJ/mol
**HOMO energy**: -0.115 Eh
**Gap between HOMO and LUMO**: 5.393 eV


Here is a molecular structure, C11H25AsAuOS4 from the OMol25 dataset. Energies are from ωB97M-V/def2-TZVPD.

Last column: Mulliken charge in e.
Atoms and positions in Å:
Au: 0.029 -0.566 0.240  1.1837
C: -0.513 -3.726 -0.533  -0.8382
C: 0.612 -3.336 -1.454  -0.5015
S: 1.636 -2.115 -0.609  0.0131
C: 2.274 -1.144 -1.989  -0.3917
C: 2.785 0.159 -1.450  -0.8432
S: 1.595 1.099 -0.458  0.0138
C: 0.572 2.047 -1.631  -0.7135
C: -0.335 1.271 -2.556  -0.6318
S: -1.647 0.528 -1.553  -0.0137
C: -2.037 -0.996 -2.431  -0.4582
C: -2.604 -1.970 -1.416  -0.8073
S: -1.559 -2.367 0.040  0.0327
H: -0.148 -4.189 0.386  0.4218
H: -1.173 -4.451 -1.015  0.4976
H: 0.286 -2.935 -2.410  0.2819
H: 1.241 -4.210 -1.648  0.5166
H: 1.488 -1.036 -2.732  0.1302
H: 3.094 -1.708 -2.443  0.5226
H: 3.146 0.803 -2.257  0.4933
H: 3.619 0.007 -0.762  0.4573
H: 1.266 2.678 -2.195  0.6190
H: -0.002 2.703 -0.973  0.3740
H: 0.182 0.506 -3.132  0.2531
H: -0.795 1.959 -3.267  0.4932
H: -1.151 -1.373 -2.940  0.1257
H: -2.789 -0.776 -3.189  0.4966
H: -2.836 -2.930 -1.882  0.5109
H: -3.528 -1.593 -0.974  0.4745
C: -1.919 2.218 3.734  -1.0431
As: -0.274 1.752 2.925  0.6370
C: 0.761 3.322 2.680  -1.0807
C: 0.660 0.542 4.053  -1.0962
O: -0.634 1.063 1.378  -0.6664
H: -1.702 2.693 4.690  0.4283
H: -2.508 1.317 3.894  0.3731
H: -2.453 2.911 3.088  0.3713
H: 0.890 3.791 3.656  0.4341
H: 0.227 4.005 2.022  0.3765
H: 1.740 3.077 2.273  0.3651
H: 0.857 1.052 4.997  0.4260
H: 1.607 0.251 3.602  0.3730
H: 0.038 -0.331 4.241  0.3897

Force components x, y, z for each atom (eV/Å):
Au 1.35 -0.29 -1.21
C -0.04 -0.29 0.04
C 0.07 -0.34 -0.11
S -0.50 0.30 0.36
C 0.17 -0.22 -0.31
C 0.34 0.22 -0.06
S -0.36 -0.04 0.52
C 0.09 0.26 -0.18
C -0.16 -0.02 -0.05
S -0.15 0.28 -0.07
C 0.00 0.01 -0.01
C -0.02 0.02 -0.19
S -0.31 0.19 0.69
H 0.04 -0.03 -0.02
H -0.03 0.00 0.06
H -0.09 0.03 0.02
H 0.06 0.05 0.01
H -0.01 0.06 -0.01
H -0.02 -0.06 0.06
H -0.03 0.06 0.06
H 0.05 -0.02 -0.06
H 0.09 -0.04 0.12
H 0.02 0.01 0.00
H 0.03 0.03 -0.01
H 0.05 0.09 0.00
H -0.01 -0.04 0.03
H -0.10 -0.12 -0.01
H -0.01 -0.03 0.12
H 0.01 0.02 0.02
C -0.18 -0.01 -0.02
As -0.17 -0.22 0.01
C 0.12 0.09 -0.12
C 0.07 -0.14 -0.02
O -0.33 0.13 0.27
H -0.02 0.02 0.03
H -0.05 0.01 0.02
H -0.04 0.01 0.01
H 0.00 0.02 0.00
H 0.02 0.04 -0.01
H 0.02 0.03 -0.01
H 0.00 -0.02 0.01
H 0.03 -0.02 0.01
H 0.01 -0.03 0.02

Summary:
**E**: -4472.52710 Ha
**Charge**: +3
**Energy relative to the best compared isomer or geometry (same formula, charge and spin)**: 0.0 kJ/mol
**HOMO energy (spin up / spin down)**: -0.685 / -0.685 Eh
**Gap between HOMO and LUMO (spin up / spin down)**: 5.901 / 5.899 eV


Here is a molecular structure, C11H25BBrN3O8P2S from the OMol25 dataset. Energies are from ωB97M-V/def2-TZVPD.

Last column: Mulliken charge in e.
Atoms and positions in Å:
C: 0.238 -2.951 2.268  -0.6786
C: 1.369 -2.809 1.046  -0.4050
P: 0.525 -2.623 -0.657  -0.1797
C: 1.712 -1.997 -2.015  -0.4103
C: 2.999 -1.136 -1.471  -0.5505
N: -0.935 -1.613 -0.488  0.4350
C: -0.417 -0.185 -0.394  0.1064
C: -1.409 0.837 0.437  -0.4778
C: -0.716 2.337 0.689  -0.3736
C: 0.728 2.263 1.463  -0.2348
O: 1.887 1.986 0.599  -0.2470
C: 2.236 3.132 -0.255  0.5536
C: 1.942 2.987 -1.883  -0.5291
O: 2.813 4.277 0.176  -0.5637
C: -1.917 -1.797 -1.625  -0.5539
N: -2.851 -2.834 -1.625  0.0883
B: -2.969 -3.896 -0.547  0.4147
O: -2.510 -5.277 -0.928  -0.5968
O: -3.524 -3.720 0.809  -0.5759
N: -2.005 -0.860 -2.847  -0.1267
S: -3.542 -0.031 -2.894  -0.2198
Br: -1.650 -1.808 -4.433  -0.4148
H: -0.687 -3.613 1.950  0.1061
H: -0.217 -1.896 2.571  0.1332
H: 0.763 -3.358 3.257  0.3215
H: 2.174 -3.675 1.102  0.3738
H: 1.962 -1.812 1.305  0.1299
H: 2.153 -2.971 -2.547  0.3727
H: 1.086 -1.428 -2.834  0.2087
H: 3.072 -0.166 -2.143  0.0815
H: 2.924 -0.781 -0.358  0.1059
H: 3.968 -1.792 -1.667  0.2707
H: 0.586 -0.250 0.250  -0.2001
H: -0.073 0.262 -1.440  0.1851
H: -2.401 1.050 -0.162  0.0879
H: -1.669 0.370 1.496  0.1548
H: -0.546 2.930 -0.308  0.1507
H: -1.419 3.027 1.361  0.2764
H: 0.985 3.205 2.114  0.2609
H: 0.646 1.354 2.230  0.1384
H: 2.110 1.857 -2.230  0.0452
H: 0.806 3.225 -2.128  0.2226
H: 2.675 3.631 -2.547  0.2942
H: -3.531 -2.913 -2.440  0.2931
H: -2.044 -5.159 -1.808  0.3137
H: -3.496 -4.656 1.217  0.2849
H: -4.138 -0.152 -1.603  0.0960
O: -0.463 6.254 5.159  -0.5655
P: 0.462 5.885 3.987  0.9000
O: 0.063 6.697 2.744  -0.5076
O: 0.330 4.384 3.683  -0.4781
O: 1.919 6.205 4.363  -0.5167

Force components x, y, z for each atom (eV/Å):
C -0.07 0.33 0.17
C 0.72 1.86 1.87
P -0.92 -2.99 -0.82
C 1.30 0.23 -0.26
C 0.15 0.39 -1.17
N 0.70 1.34 -2.62
C 0.50 1.38 1.10
C 0.13 0.85 -0.27
C 0.44 0.20 0.34
C -1.14 0.01 1.95
O 0.03 2.86 -2.35
C 2.37 4.78 1.28
C 0.07 -1.33 0.01
O -3.81 -7.73 -2.35
C -0.12 5.14 -1.20
N -1.49 -2.52 1.28
B 0.42 -0.87 -0.27
O -0.69 2.93 -0.29
O 1.34 -2.74 -2.18
N 0.24 -0.92 8.62
S -0.64 -0.32 0.73
Br 0.66 -2.05 -4.52
H 2.05 1.16 0.66
H 1.08 -2.15 -0.92
H -1.16 0.65 -2.24
H -1.90 1.60 -0.43
H -0.97 -1.99 -0.32
H -1.18 2.05 1.19
H 1.11 -1.09 1.75
H 0.13 -1.90 1.46
H 0.15 -0.81 -2.17
H -1.90 1.57 0.69
H -2.07 0.15 -1.27
H -1.03 -0.89 2.11
H 1.90 -0.70 1.19
H 0.54 0.88 -2.28
H -0.49 -1.27 1.71
H 1.49 -1.64 -1.39
H -0.85 -1.68 -1.40
H 0.48 1.81 -1.75
H -0.45 2.38 1.00
H 2.47 -0.34 0.70
H -1.61 -1.01 1.80
H 1.75 0.35 1.38
H -0.76 -0.05 1.60
H 0.03 2.24 -0.85
H 1.09 -0.24 -1.40
O 0.58 -0.36 -0.10
P -0.08 -0.10 -0.01
O 0.51 -0.43 0.22
O -0.43 0.59 0.09
O -0.66 0.40 -0.06

Summary:
**E**: -4879.81396 Ha
**Charge**: -2
**HOMO energy**: 0.005 Eh
**Gap between HOMO and LUMO**: 1.419 eV


What is the E in the first record? -1423.49403 Ha